Here is a single C2H4N2S2 molecule from the Open Molecules 2025 dataset. Energies are from wB97M-V/def2-TZVPD.

Each line ends with the natural charge from an NBO analysis.
Positions of all 10 atoms, in Å:
C  -0.716  0.038  -1.299  -0.787
C  0.391  -0.210  1.410  0.239
H  -1.094  1.084  -1.135  0.230
H  -1.117  -0.308  -2.289  0.257
H  1.676  1.216  0.579  0.404
H  0.813  -0.083  2.402  0.179
N  1.236  0.311  0.415  -0.794
N  -0.707  -0.853  1.285  -0.629
S  1.062  -0.100  -1.220  0.439
S  -1.543  -1.094  -0.149  0.461

The value obtained for the HOMO energy is -8.17 eV. Its molar mass is 120.202 g/mol. The calculation puts the calculated total energy at -984.45561 Ha. The frontier orbital gap is 8.9 eV. As for the SMILES: C1=NSCSN1. The energy relative to the best compared isomer or geometry (same formula, charge and spin) is 155.63 kJ/mol.